16
Properties=species:S:1:pos:R:3 method="wB97M-V/def2-TZVPD" smiles="O=CNCCCO" relative_energy_ev=1.285 total_energy_ev=-9878.775 homo_lumo_gap_ev=10.321
O 2.8098 -1.2878 -0.7591
C 1.7853 -0.6912 -0.5299
N 0.5622 -1.0810 -1.0040
C -0.6805 -0.6229 -0.3813
C -0.8872 0.8804 -0.3953
C -1.8139 1.3414 0.7247
O -1.1680 1.1536 1.9681
H 1.8127 0.2353 0.0616
H 0.5284 -2.0655 -1.2267
H -1.4903 -1.1600 -0.8895
H -0.7844 -0.9576 0.6439
H -1.3219 1.2494 -1.3290
H 0.0681 1.3992 -0.3028
H -2.0334 2.3922 0.5503
H -2.7370 0.7589 0.6758
H -1.6612 1.6128 2.6510

---

16
Properties=species:S:1:pos:R:3 method="wB97M-V/def2-TZVPD" smiles="C[C@@H]1CNC(=O)O1.[H][H]" relative_energy_ev=1.292 total_energy_ev=-9878.769 homo_lumo_gap_ev=10.802
C -2.0373 -0.4720 -0.3264
C -0.5315 -0.3198 -0.3052
C 0.1487 -0.6982 1.0201
N 1.1451 0.3347 1.0978
C 0.8877 1.3948 0.2699
O 1.5267 2.4104 0.1714
O -0.2186 1.0862 -0.4729
H -2.3932 -1.4699 -0.0341
H -2.4035 -0.2417 -1.3275
H -2.4528 0.2587 0.3718
H -0.0458 -0.8529 -1.1371
H -0.5393 -0.6352 1.8731
H 0.5861 -1.7005 0.9952
H 2.0594 0.2120 1.4887
H 1.7882 0.4562 -1.9156
H 2.4801 0.2374 -1.7693

---

16
Properties=species:S:1:pos:R:3 method="wB97M-V/def2-TZVPD" smiles=CN1C[C@]1(C)OO relative_energy_ev=5.725 total_energy_ev=-9874.336 homo_lumo_gap_ev=10.136
C 0.1761 -1.5430 1.1941
N -0.0196 -1.0586 -0.1510
C 1.2866 -0.2778 -0.7760
C 0.0007 0.3165 -0.4506
C -0.9643 0.8076 -1.4975
O 0.2801 1.4202 0.5445
O -0.5249 1.2515 1.7161
H -0.7884 -1.5508 1.7059
H 0.9151 -0.9790 1.7744
H 0.5313 -2.5736 1.1397
H 1.5511 -0.4497 -1.8111
H 2.0990 -0.2358 -0.0611
H -0.5852 1.7232 -1.9491
H -1.9226 1.0029 -1.0210
H -1.0776 0.0551 -2.2737
H -0.9576 2.0913 1.9164

---

16
Properties=species:S:1:pos:R:3 method="wB97M-V/def2-TZVPD" smiles="CC[C@H](N)C(=O)O" relative_energy_ev=1.936 total_energy_ev=-9878.125 homo_lumo_gap_ev=10.412
C 0.1479 -1.0558 -1.8575
C 0.6940 -0.6546 -0.5321
C -0.2910 -0.0702 0.4205
N -1.2367 0.9077 -0.2055
C 0.3559 0.6038 1.6384
O 1.5148 0.8641 1.6496
O -0.4392 0.7489 2.8079
H -0.4698 -1.9886 -1.8579
H -0.5850 -0.4139 -2.2845
H 0.8131 -1.3163 -2.7010
H 1.1377 -1.5802 -0.2971
H 1.4234 0.0998 -0.5560
H -0.7967 -0.8791 0.8670
H -0.5503 1.5233 -0.8295
H -1.4749 1.5458 0.5995
H -0.2433 1.6652 3.1384

---

16
Properties=species:S:1:pos:R:3 method="wB97M-V/def2-TZVPD" smiles="C[C@@H](CO)NC=O" relative_energy_ev=1.796 total_energy_ev=-9878.265 homo_lumo_gap_ev=10.182
C -0.3933 -0.1087 -1.4984
C -0.3548 0.6255 -0.1733
C -0.9249 -0.2855 0.9685
O -2.0435 -1.0664 0.5362
N 1.0104 1.0213 0.1809
C 2.0429 0.1357 0.4807
O 2.4620 -0.0495 1.5942
H 0.0734 0.4996 -2.2673
H -1.4394 -0.2237 -1.7851
H 0.0072 -1.1203 -1.4534
H -0.9548 1.5312 -0.1966
H -0.0960 -0.9008 1.3190
H -1.3459 0.3028 1.7809
H -1.7127 -1.8473 0.0856
H 1.1038 1.8177 0.7982
H 2.5659 -0.3316 -0.3702

---

16
Properties=species:S:1:pos:R:3 method="wB97M-V/def2-TZVPD" smiles="[H]/N=C(/C)C(C)(O)O" relative_energy_ev=1.305 total_energy_ev=-9878.756 homo_lumo_gap_ev=10.287
H -2.3419 0.1248 0.8464
N -2.1294 0.0739 -0.1499
C -0.9203 -0.1194 -0.4226
C -0.4848 -0.2790 -1.8382
C 0.1913 -0.2399 0.6393
C 1.2917 0.8111 0.4057
O 0.7018 -1.5380 0.5474
O -0.3386 -0.0990 1.9429
H 0.0865 0.5900 -2.1587
H 0.1491 -1.1591 -1.9173
H -1.3597 -0.3840 -2.4722
H 1.9709 0.8164 1.2572
H 0.8531 1.8005 0.2906
H 1.8538 0.5589 -0.4877
H 1.0417 -1.7807 1.4166
H -0.5650 0.8234 2.1005

---

16
Properties=species:S:1:pos:R:3 method="wB97M-V/def2-TZVPD" smiles="C/C=[NH+]/[O-].CC=O" relative_energy_ev=3.983 total_energy_ev=-9876.077 homo_lumo_gap_ev="9.468 / 9.469"
C -0.8863 -2.5174 0.4024
C -1.0050 -1.0592 0.6581
N -0.0416 -0.3993 1.2320
O -0.0516 0.8642 1.3863
H -1.4770 -2.7987 -0.4648
H -1.2532 -3.1045 1.2510
H 0.1533 -2.7862 0.2286
H -2.0081 -0.6378 0.7691
H 0.8998 -0.8086 1.1461
C 0.7616 2.5439 -0.9425
C 0.9022 1.0632 -0.9635
O 1.9168 0.4408 -0.7875
H 1.6826 3.0054 -0.5817
H 0.5019 2.9374 -1.9236
H -0.0294 2.7839 -0.2326
H -0.0658 0.4729 -1.1775

---

16
Properties=species:S:1:pos:R:3 method="wB97M-V/def2-TZVPD" smiles="CCNCC(=O)O" relative_energy_ev=1.219 total_energy_ev=-9878.841 homo_lumo_gap_ev=10.789
C -3.1240 -0.3761 -0.3113
C -1.9861 0.3087 0.4822
N -0.6538 -0.1774 0.0273
C 0.4958 0.4336 0.6846
C 1.8047 0.0327 -0.0342
O 2.8758 -0.0448 0.5247
O 1.4920 -0.1436 -1.3539
H -2.9651 -0.1370 -1.4062
H -3.0898 -1.4966 -0.1237
H -4.0894 0.0038 0.0348
H -2.0282 1.4435 0.3124
H -2.1515 0.1205 1.5335
H -0.6491 -1.1109 0.2060
H 0.5643 0.0925 1.7360
H 0.4398 1.5363 0.5764
H 0.4612 -0.0969 -1.3553

---

16
Properties=species:S:1:pos:R:3 method="wB97M-V/def2-TZVPD" smiles=c1cc[nH]c1.O.O relative_energy_ev=3.697 total_energy_ev=-9876.364 homo_lumo_gap_ev=9.711
C -1.2725 0.9047 -0.7185
C 0.0946 0.8036 -1.0260
C 0.5522 -0.4794 -0.9597
N -0.6802 -1.2880 -0.6394
C -1.6378 -0.3271 -0.3083
H -1.8859 1.7680 -0.5398
H 0.6584 1.6935 -1.2217
H 1.0986 -0.9165 -1.7839
H -0.8952 -1.3687 -1.6409
H -2.5158 -0.4256 0.3019
O 1.1719 2.0733 1.5812
H 0.4694 2.4665 1.0486
H 1.2609 1.2133 1.1544
O 1.4293 -2.2831 1.6719
H 0.5570 -2.2241 2.0688
H 1.5951 -1.6103 1.0113

---

16
Properties=species:S:1:pos:R:3 method="wB97M-V/def2-TZVPD" relative_energy_ev=5.408 total_energy_ev=-9874.653 homo_lumo_gap_ev="7.049 / 7.045"
N -0.8815 0.2183 0.9454
C -0.3144 1.5885 0.9841
O -0.2245 2.1206 2.0812
C 0.1854 1.9313 -0.2793
C 0.9144 -0.4030 0.0633
C 0.3193 -1.3697 -0.9049
O -0.6902 -2.1504 -0.3113
H -1.0310 -0.1280 1.8885
H -1.7261 0.1081 0.3920
H -0.2610 1.4918 -1.1673
H 0.6724 2.8948 -0.3990
H 1.7431 0.1464 -0.3593
H 1.1388 -0.8056 1.0470
H -0.0410 -0.8289 -1.7930
H 1.1667 -1.9989 -1.2355
H -0.9703 -2.8154 -0.9518

---

16
Properties=species:S:1:pos:R:3 method="wB97M-V/def2-TZVPD" smiles="N[C@H](CO)CC=O" relative_energy_ev=1.979 total_energy_ev=-9878.082 homo_lumo_gap_ev=10.024
N 1.4044 0.2870 0.6534
C 0.2496 0.0852 -0.2482
C -0.6205 1.3332 -0.4530
O -0.3850 1.8590 -1.7561
C -0.6336 -1.1112 0.1892
C 0.1763 -2.2735 0.7026
O 0.4985 -2.3653 1.8517
H 1.1187 0.7110 1.5198
H 2.1404 0.7900 0.1844
H 0.6913 -0.1170 -1.2203
H -1.6828 1.0714 -0.3448
H -0.4266 2.0731 0.3336
H -0.5064 2.8197 -1.7349
H -1.2586 -1.3407 -0.6805
H -1.2431 -0.7915 1.0465
H 0.4773 -3.0305 -0.0433

---

16
Properties=species:S:1:pos:R:3 method="wB97M-V/def2-TZVPD" relative_energy_ev=3.838 total_energy_ev=-9876.222 homo_lumo_gap_ev=9.570
C 2.1354 -0.4341 -1.2036
N 0.9654 -0.0415 -0.4415
C 1.0073 0.8983 0.4804
O 0.0559 1.2908 1.1967
C -1.7139 0.6430 0.7283
C -1.8026 -0.7911 0.5458
O -1.2682 -1.3952 -0.4614
H 2.3419 -1.4975 -1.0507
H 1.9751 -0.2602 -2.2721
H 3.0107 0.1408 -0.8860
H 1.9835 1.3843 0.6235
H -2.1498 1.0780 1.6221
H -1.7130 1.2416 -0.1784
H -1.9712 -1.3432 1.4925
H -2.9228 -0.2899 0.3718
H 0.0664 -0.6241 -0.5673

---

16
Properties=species:S:1:pos:R:3 method="wB97M-V/def2-TZVPD" smiles="C=C(O)[C@H](N)OC" relative_energy_ev=2.553 total_energy_ev=-9877.508 homo_lumo_gap_ev=9.961
C -0.1665 1.6085 -1.5712
C -0.0481 0.3159 -1.3392
O 0.3157 -0.5790 -2.4280
C 0.2120 -0.4658 -0.1008
N -0.4127 -1.7435 -0.1307
O -0.4209 0.4897 0.8971
C 0.2038 0.5210 2.1535
H -0.1921 1.9761 -2.5815
H -0.3045 2.2961 -0.7584
H 0.0591 -1.4842 -2.1917
H 1.2880 -0.5747 0.0996
H -1.4171 -1.6652 -0.2462
H -0.2151 -2.2980 0.6919
H 1.2141 0.9473 2.0893
H -0.4034 1.1366 2.8172
H 0.2876 -0.4808 2.5991

---

16
Properties=species:S:1:pos:R:3 method="wB97M-V/def2-TZVPD" smiles="C[C@@H](CO)NC=O" relative_energy_ev=0.897 total_energy_ev=-9879.163 homo_lumo_gap_ev=10.756
C 1.4452 -1.0651 0.4268
C 0.1824 -0.2155 0.3457
C 0.4144 1.2555 0.6956
O -0.7872 1.9851 0.7416
N -0.4587 -0.3219 -0.9528
C -1.7839 -0.5927 -1.1102
O -2.3744 -0.6193 -2.1690
H 1.2024 -2.1132 0.2250
H 1.8784 -0.9971 1.4294
H 2.2103 -0.7414 -0.2912
H -0.5501 -0.6013 1.0649
H 0.8504 1.3321 1.6921
H 1.1301 1.7011 -0.0147
H -1.1629 1.9555 -0.1482
H 0.0893 -0.1926 -1.7964
H -2.2860 -0.7691 -0.1388

---

16
Properties=species:S:1:pos:R:3 method="wB97M-V/def2-TZVPD" smiles="N[C@H](CO)CC=O" relative_energy_ev=1.969 total_energy_ev=-9878.092 homo_lumo_gap_ev=9.956
N 0.4731 -0.4960 -1.2004
C 0.2600 0.2613 0.0468
C 1.4855 0.1171 0.9372
O 2.5653 0.7430 0.2149
C -0.9068 -0.4551 0.7682
C -2.1612 -0.4321 -0.0496
O -2.4557 0.3648 -0.8936
H 1.2580 -0.1657 -1.7372
H 0.6628 -1.4624 -0.9662
H 0.0385 1.3023 -0.1599
H 1.3092 0.5801 1.9232
H 1.8490 -0.8904 1.1640
H 3.3695 0.7594 0.7198
H -1.0732 0.0136 1.7314
H -0.5809 -1.4974 0.8348
H -2.9171 -1.1787 0.2782

---

16
Properties=species:S:1:pos:R:3 method="wB97M-V/def2-TZVPD" smiles="C[C@@H](O)CC(N)=O" relative_energy_ev=1.623 total_energy_ev=-9878.437 homo_lumo_gap_ev=10.595
C 0.1270 1.5008 -0.2411
C 0.4372 0.1202 -0.8878
O 1.5598 0.0130 -1.7631
C 0.7125 -0.7359 0.3444
C -0.5228 -0.5523 1.2148
N -1.5826 -1.2963 0.8509
O -0.6338 0.2648 2.1286
H 1.0864 2.0003 -0.1133
H -0.2162 1.3854 0.9493
H -0.4710 2.1068 -0.9479
H -0.4376 -0.2861 -1.4265
H 1.4460 0.6251 -2.5031
H 0.9118 -1.7913 0.1355
H 1.5736 -0.2959 0.8545
H -2.4649 -1.0762 1.2839
H -1.5255 -1.9825 0.1209

---

16
Properties=species:S:1:pos:R:3 method="wB97M-V/def2-TZVPD" relative_energy_ev=8.659 total_energy_ev=-9871.402 homo_lumo_gap_ev=3.713
C 1.2262 -1.4367 -0.0115
C 1.7737 -0.1208 0.1794
C 1.3502 0.4012 1.4191
C -2.2992 0.3058 -0.5056
O -2.6124 0.9200 0.5427
O -1.6838 -0.8357 -0.5770
N 2.4016 0.4240 -0.8100
H 1.8447 -2.2836 0.0665
H 0.7285 -1.5416 -1.1159
H 0.2980 -1.5213 0.5846
H -2.6495 0.7222 -1.4596
H 1.7202 1.3361 1.6711
H 0.5088 -0.0446 1.9939
H -0.0914 1.6373 -0.5051
H 2.7147 1.3323 -0.6804
H 0.1789 1.8234 -1.0994

---

16
Properties=species:S:1:pos:R:3 method="wB97M-V/def2-TZVPD" multiplicity=2 relative_energy_ev=1.921 total_energy_ev=-9869.281 charge=+1 homo_lumo_gap_ev="11.133 / 6.333"
C -1.5384 -0.5959 0.8678
N -0.6040 -0.2725 -0.1279
C -1.0019 -0.3445 -1.4989
C 0.5018 0.6202 0.2659
C 1.9377 0.0690 0.0144
O 2.7662 1.1470 0.2545
O -2.6947 -0.7533 0.5736
H -1.0855 -0.6291 1.8575
H -0.8229 0.6562 -1.9343
H -0.3239 -0.9382 -2.1032
H -2.0327 -0.6459 -1.6274
H 0.3604 0.9042 1.3040
H 0.4148 1.4628 -0.4312
H 1.9879 -0.6771 0.8297
H 2.0584 -0.5013 -0.9075
H 3.6603 0.9585 -0.0620

---

16
Properties=species:S:1:pos:R:3 method="wB97M-V/def2-TZVPD" multiplicity=2 relative_energy_ev=2.175 total_energy_ev=-9869.027 charge=+1 homo_lumo_gap_ev="11.040 / 5.743"
C 0.2690 0.2285 0.4474
C -0.9212 -0.4786 1.2229
C -1.3925 0.4204 2.3501
O -0.5846 1.0868 2.9416
N 0.6354 -0.5868 -0.6502
C 1.1899 -0.0160 -1.9388
O 0.3883 0.7509 -2.7332
H -0.1831 1.1214 0.0253
H 1.0470 0.4906 1.1759
H -0.5639 -1.4560 1.5373
H -1.7023 -0.5690 0.4700
H -2.4541 0.4394 2.6342
H 1.1524 -1.4622 -0.5383
H 2.0360 0.5987 -1.6156
H 1.5440 -0.9054 -2.4529
H -0.4603 0.3373 -2.8756

---

17
Properties=species:S:1:pos:R:3 method="wB97M-V/def2-TZVPD" relative_energy_ev=2.796 total_energy_ev=-19157.465 charge=+1 homo_lumo_gap_ev="7.339 / 7.339"
C -0.1733 0.9511 -2.2581
C -0.6691 1.2517 0.1073
C 0.0558 0.6250 -0.9255
C 0.3812 -1.9390 1.9194
N 0.9900 -0.3119 -0.5276
O -0.4937 0.9800 1.3441
O 0.4645 0.3573 -3.2198
P -0.4633 -0.5566 2.3713
H -0.9781 1.7462 -2.6566
H -1.4836 2.0620 -0.2821
H 1.5093 -2.0961 2.0595
H -0.1199 -2.5118 1.2556
H 1.7117 -0.4859 -1.2277
H 1.3758 -0.1518 0.3851
H -0.0513 0.4804 -4.0454
H -0.1777 0.2391 3.5257
H -1.8783 -0.6397 2.1748